# C27H47BrNO4PtS3Si3

A structure of composition C27H47BrNO4PtS3Si3 (wB97M-V/def2-TZVPD, the Open Molecules 2025 dataset).

Geometry (Å):
Pt 1.95940 -2.12714 0.68813
O 3.89641 -1.04444 1.59041
N 3.76365 0.21534 1.26219
C 4.17456 1.14316 2.14998
C 4.11353 2.48136 1.85210
C 3.60656 2.88355 0.61846
C 3.15690 1.92799 -0.26551
C 3.22289 0.57260 0.06088
S 2.65881 -0.68069 -0.98825
H 4.52314 0.72425 3.08117
H 4.44872 3.19467 2.59084
H 3.53652 3.93341 0.36691
H 2.71195 2.19258 -1.21460
C -1.35782 -2.95555 0.36882
Si 0.27360 -3.17364 -0.50932
C 0.13414 -2.59097 -2.28948
C 0.71974 -5.00761 -0.60100
C -0.20562 -6.01144 -0.89205
C 0.18821 -7.33774 -0.99572
C 1.52114 -7.67841 -0.80763
C 2.44963 -6.69066 -0.51308
C 2.06711 -5.35256 -0.40471
Si 3.26044 -3.95280 0.01856
C 4.38800 -3.66682 -1.45375
C 4.29462 -4.43409 1.49793
H -2.16139 -3.49484 -0.14210
H -1.61872 -1.89820 0.42719
H -1.26522 -3.32831 1.39024
H -0.75990 -3.03052 -2.74183
H 1.00001 -2.93185 -2.86228
H 0.06673 -1.50425 -2.37766
H -1.25307 -5.75941 -1.02812
H -0.54238 -8.10803 -1.21425
H 1.83141 -8.71431 -0.88192
H 3.48641 -6.97240 -0.35418
H 5.02321 -4.54347 -1.61423
H 5.02472 -2.79770 -1.28436
H 3.80997 -3.48789 -2.36306
H 4.83202 -5.36921 1.31369
H 3.64530 -4.55719 2.36624
H 5.01652 -3.64923 1.73021
C -1.27554 3.86421 -2.96132
C -2.47473 3.49525 -2.07353
C -3.34844 2.55538 -2.91680
C -3.28442 4.77135 -1.79383
Si -1.92957 2.63303 -0.43625
Br -0.36996 1.13083 -1.03302
C -1.03420 3.83180 0.77502
C -0.09994 4.77960 0.00669
C -2.03426 4.68843 1.56753
C -0.13540 3.08048 1.77047
C -3.32566 1.59445 0.38281
C -4.59394 2.42720 0.62882
C -2.83782 1.04098 1.73323
C -3.71556 0.37163 -0.46348
H -1.65017 4.35017 -3.86960
H -0.71710 2.97751 -3.26143
H -0.58089 4.55065 -2.48282
H -3.54499 3.02995 -3.88485
H -4.31263 2.35235 -2.45305
H -2.84908 1.60373 -3.10900
H -3.65058 5.18020 -2.74249
H -2.68374 5.54588 -1.31657
H -4.15385 4.58324 -1.16112
H -0.63449 5.47317 -0.64240
H 0.62479 4.22562 -0.59455
H 0.46336 5.37711 0.73176
H -2.70969 5.25620 0.92403
H -1.47894 5.40835 2.17896
H -2.63841 4.08875 2.24739
H 0.64337 2.50696 1.26871
H -0.67368 2.39281 2.41663
H 0.36002 3.81742 2.41319
H -4.40212 3.31666 1.23102
H -5.32197 1.81488 1.17208
H -5.06862 2.74520 -0.30074
H -2.69817 1.82335 2.47834
H -1.90156 0.48368 1.64361
H -3.59352 0.35134 2.12372
H -4.15695 0.63673 -1.42189
H -4.45860 -0.21001 0.09288
H -2.86403 -0.27971 -0.65119
O 1.27690 -3.20819 2.33423
S 1.11079 -2.09722 3.39860
O 0.01062 -2.40109 4.27763
O 2.38043 -1.86874 4.05198
S 0.69104 -0.50910 2.14576

Its LUMO energy is 2.2622 eV. For the HOMO energy, the calculation gives -4.9779 eV. The charge is -1. The energy above the lowest of the compared OMol25 structures with the same formula, charge and spin comes out at 0.0 kcal/mol. The spin multiplicity is 1.

# C20H27F2N3O3

An isolated molecule of C20H27F2N3O3 (wB97M-V/def2-TZVPD, the Open Molecules 2025 dataset).

Geometry (Å):
C -7.30822 -1.85924 0.12765
C -6.16952 -0.81817 -0.20557
C -6.45539 0.63791 -0.19915
C -5.57640 1.46035 -0.42941
C -4.31619 0.89682 -0.81147
C -4.03827 -0.35544 -0.64098
C -5.09727 -1.30419 -0.29743
F -4.73599 -2.47256 -0.63490
C -2.62025 -0.70782 -1.03040
N -1.54835 0.05696 -0.28798
C -1.54050 0.31054 1.08527
O -2.23954 -0.52829 1.67534
C -0.39910 0.86960 1.53015
C 0.96688 0.44822 1.52929
N 1.28730 0.26687 -0.02977
C 1.15085 1.35887 -0.54461
O 1.46046 1.22224 -1.81975
C 0.81820 2.58089 0.19138
C -0.28137 2.55014 0.92875
H -0.40959 3.25691 1.88665
H -1.33301 2.59912 0.30828
H 0.58710 3.55000 -0.43629
H 1.71209 2.99300 0.79152
C 1.68746 -0.91629 -0.28532
H 1.01638 -1.58466 -0.49563
H 1.89742 -0.79690 -1.54901
C 3.12517 -1.56684 0.11407
N 4.04448 -0.08061 0.18370
C 4.41002 0.25222 -0.94142
C 5.63596 -0.60952 -1.59358
O 6.69034 -0.62417 -0.81357
C 6.21276 -1.32778 0.32667
C 5.17468 -0.40960 1.11859
H 4.78392 -1.04032 2.00541
H 5.52441 0.47143 1.33124
H 7.16595 -1.14796 1.13414
H 5.90064 -2.31899 0.10678
H 6.01807 -0.06599 -2.28196
H 5.18983 -1.51328 -1.93813
H 3.54627 0.52275 -1.65678
H 4.97227 1.20812 -0.68555
H 2.83347 -1.68893 1.37108
H 3.40575 -2.25246 -0.46804
H 1.65749 0.77447 2.08074
H 0.78594 -0.58990 1.82573
H -0.49087 1.06588 2.69756
H -1.01549 0.67358 -0.79422
H -2.21924 -0.88569 -1.96825
H -2.44559 -1.65908 -0.64901
F -3.52731 2.08061 -0.84120
H -5.82603 2.59650 -0.43429
H -7.59975 0.91061 -0.01845
H -8.14744 -1.34878 0.10066
H -7.34500 -2.62579 -0.70507
H -6.97589 -2.51533 1.03659

Its LUMO energy is 0.4872 eV. For the HOMO energy, the calculation gives -7.7046 eV. The charge is 0. The energy above the lowest of the compared OMol25 structures with the same formula, charge and spin comes out at 470.5 kcal/mol. The spin multiplicity is 1.

# C5H10BNO2

A cluster of 2 separate species, C5H10BNO2 in total (wB97M-V/def2-TZVPD, the Open Molecules 2025 dataset).

Geometry (Å):
B 1.43324 1.58957 -0.23513
C -1.00882 0.30213 1.98721
C -2.01595 -1.40763 0.02205
C 1.94122 0.73857 -1.54761
C -0.79115 -1.69916 0.79219
C -0.29979 -0.86126 1.68937
N -1.51457 1.30236 2.16585
O 1.96890 1.51786 1.00147
O 0.35106 2.40093 -0.38621
H -2.38951 -2.39072 -0.35978
H -2.66014 -0.92660 0.72369
H -2.03338 -0.84408 -0.96028
H 3.07831 0.91077 -1.62285
H 1.34023 1.13645 -2.39121
H 1.61728 -0.30227 -1.48783
H -0.25381 -2.65585 0.48334
H 0.60008 -1.10316 2.19778
H 1.87746 2.06893 1.71962
H -0.00874 2.66032 0.46533

Its LUMO energy is 0.4765 eV. For the HOMO energy, the calculation gives -10.2292 eV. The charge is 0. The energy above the lowest of the compared OMol25 structures with the same formula, charge and spin comes out at 0.0 kcal/mol. The spin multiplicity is 1.

# C4H9NO

A cluster of 2 separate species, C4H9NO in total (wB97M-V/def2-TZVPD, the Open Molecules 2025 dataset).

Geometry (Å):
C -1.06878 2.01998 -2.47130
C -0.32839 0.98004 -1.61591
C -0.38092 0.60321 -0.27902
N -0.57789 -0.76754 0.20022
C -1.59784 -1.50130 -0.29067
H -0.34553 2.42873 -3.22055
H -1.97763 1.58154 -2.82020
H -1.35427 2.92221 -1.95952
H 0.01185 0.08689 -2.06385
H 0.10876 1.35740 0.43402
H -1.62093 -2.56644 -0.00454
H -2.55363 -1.15944 -1.02657
H 4.34802 -1.99478 4.50172
H 3.18925 -1.98093 5.18997
O 4.14793 -2.00956 5.42620

Its LUMO energy is 0.1063 eV. For the HOMO energy, the calculation gives -8.2597 eV. The charge is 0. The energy above the lowest of the compared OMol25 structures with the same formula, charge and spin comes out at 115.1 kcal/mol. The spin multiplicity is 1.

# C10H11N2

The ion C10H11N2 with charge +1 (wB97M-V/def2-TZVPD, the Open Molecules 2025 dataset).

Geometry (Å):
C 1.11008 2.15275 0.77607
C -0.38142 2.44914 0.81030
C 1.52183 1.18283 0.00344
C -1.15174 1.55960 0.18034
C 0.59268 -1.88720 0.66903
C -0.61842 -1.52242 1.25038
C 1.61994 -1.31734 -0.02556
C -1.61420 -0.63456 1.10618
C 1.82379 0.04237 -0.55748
C -1.57348 0.35515 -0.03462
N 2.52810 0.05151 -1.76828
N -2.39921 -0.09715 -1.16691
H 1.59613 2.72469 1.58657
H -0.85564 3.10258 1.48818
H 0.78471 -2.90361 0.88008
H -0.68321 -2.19214 2.06580
H 2.50834 -1.93126 -0.18618
H -2.46964 -0.69745 1.72730
H 2.92079 -0.84168 -1.98929
H 2.71738 0.90685 -2.28125
H -2.18269 0.43734 -1.98958
H -3.40525 0.11680 -1.05817
H -2.38888 -1.05679 -1.48636

Its LUMO energy is -3.8938 eV. For the HOMO energy, the calculation gives -11.2967 eV. The charge is +1. The energy above the lowest of the compared OMol25 structures with the same formula, charge and spin comes out at 135.4 kcal/mol. The spin multiplicity is 1.

no.,maximum force (eV Å⁻¹),energy (eV)
1,0.64,-167877.3720
2,15.80,-37206.6365
3,3.99,-11609.8959
4,3.50,-7827.3291
5,4.52,-13516.2464